6
Properties=species:S:1:pos:R:3:forces:R:3:nbo_charge:R:1 method="wB97M-V/def2-TZVPD" max_force_ev_per_a=6.34 total_energy_ev=-6285.62249 total_charge=+1 e_above_lowest_kcal_mol=0.0 homo_energy_ev=-15.694
C -0.054 -0.720 -0.237 5.41 -0.62 3.26 -0.3725
H -0.496 -1.572 0.285 -0.86 -0.11 -1.33 0.2854
C -0.460 0.517 -0.331 -0.48 0.04 0.93 -0.3198
H -1.454 0.912 -0.099 0.41 0.38 -0.58 0.2583
H 1.232 -0.789 0.090 -3.98 -0.65 -1.79 0.1989
Hg 1.232 1.653 0.293 -0.50 0.96 -0.49 0.9497